1.
Below is the molecule C21H31N3OS, with properties calculated with the ωB97M-V functional and the def2-TZVPD basis.

Results
Gap between HOMO and LUMO, eV: 8.345
LUMO, eV: 0.546
HOMO level, eV: -7.799
SMILES: Cc1ccc(C)c(NC(=S)N2CCC(NC(=O)C3CCCCC3)CC2)c1
Energy relative to the best compared isomer or geometry (same formula, charge and spin), eV: 0.000
Molar mass, g/mol: 373.57

Positions of all 57 atoms, in Å:
C1 2.587 4.922 -2.904
C2 2.527 3.638 -2.134
C3 2.226 2.441 -2.776
C4 2.210 1.254 -2.074
C5 2.473 1.202 -0.707
C6 2.527 -0.135 -0.035
C7 2.720 2.410 -0.054
N1 2.981 2.483 1.338
C8 2.304 1.871 2.348
S1 3.158 1.447 3.711
N2 0.971 1.687 2.244
C9 0.258 0.845 3.174
C10 -0.580 -0.170 2.400
C11 -1.555 0.549 1.462
N3 -2.335 -0.403 0.684
C12 -1.807 -1.298 -0.184
O1 -0.621 -1.347 -0.439
C13 -2.860 -2.208 -0.814
C14 -3.469 -3.150 0.235
C15 -2.444 -4.175 0.710
C16 -1.944 -5.001 -0.469
C17 -1.302 -4.088 -1.508
C18 -2.285 -3.020 -1.979
C19 -0.783 1.507 0.548
C20 0.088 2.441 1.384
C21 2.768 3.604 -0.772
H1 2.716 5.771 -2.239
H2 1.674 5.064 -3.481
H3 3.422 4.901 -3.604
H4 2.020 2.442 -3.837
H5 2.001 0.328 -2.590
H6 3.274 -0.754 -0.531
H7 1.571 -0.649 -0.124
H8 2.793 -0.059 1.015
H9 3.929 2.726 1.594
H10 0.984 0.339 3.812
H11 -0.390 1.463 3.809
H12 -1.132 -0.800 3.100
H13 0.076 -0.803 1.805
H14 -2.268 1.126 2.063
H15 -3.330 -0.417 0.833
H16 -3.653 -1.554 -1.201
H17 -3.848 -2.582 1.088
H18 -4.315 -3.673 -0.218
H19 -1.601 -3.659 1.174
H20 -2.898 -4.826 1.462
H21 -1.218 -5.741 -0.126
H22 -2.784 -5.538 -0.918
H23 -0.431 -3.599 -1.073
H24 -0.968 -4.674 -2.367
H25 -1.780 -2.343 -2.670
H26 -3.113 -3.495 -2.511
H27 -1.480 2.096 -0.051
H28 -0.157 0.926 -0.126
H29 0.660 3.102 0.736
H30 -0.557 3.061 2.025
H31 2.994 4.516 -0.238

=====

2.
Below is the molecule C21H31N3OS in a non-equilibrium geometry, with properties calculated with the ωB97M-V functional and the def2-TZVPD basis.

Results
Gap between HOMO and LUMO, eV: 8.657
LUMO, eV: 0.631
HOMO level, eV: -8.027
SMILES: CC(C)c1csc(CN2CCN(CCc3ccccc3)[C@@H](CCO)C2)n1
Energy relative to the best compared isomer or geometry (same formula, charge and spin), eV: 2.083
Molar mass, g/mol: 373.57

Positions of all 57 atoms, in Å:
C1 3.511 2.468 -2.742
C2 2.612 2.800 -1.549
C3 1.158 2.438 -1.852
C4 3.079 2.039 -0.346
C5 3.587 2.570 0.799
S1 3.986 1.333 1.928
C6 3.435 0.155 0.744
C7 3.364 -1.302 1.072
N1 2.004 -1.795 1.193
C8 1.241 -1.104 2.218
C9 -0.128 -1.777 2.383
N2 -0.875 -1.850 1.142
C10 -1.457 -0.579 0.743
C11 -2.882 -0.454 1.311
C12 -3.503 0.838 0.872
C13 -4.221 0.912 -0.315
C14 -4.759 2.113 -0.742
C15 -4.583 3.260 0.012
C16 -3.866 3.199 1.195
C17 -3.329 1.997 1.619
C18 -0.057 -2.538 0.152
C19 -0.812 -2.781 -1.158
C20 -0.351 -4.069 -1.846
O1 -0.519 -5.211 -1.044
C21 1.281 -1.822 -0.067
N3 3.007 0.681 -0.345
H1 3.480 1.399 -2.939
H2 3.174 3.001 -3.628
H3 4.541 2.752 -2.535
H4 2.683 3.870 -1.329
H5 0.807 2.982 -2.726
H6 0.515 2.685 -1.009
H7 1.080 1.371 -2.048
H8 3.748 3.600 1.044
H9 3.880 -1.484 2.019
H10 3.857 -1.878 0.283
H11 1.794 -1.160 3.159
H12 1.097 -0.037 1.971
H13 -0.717 -1.233 3.124
H14 0.022 -2.799 2.740
H15 -0.868 0.284 1.082
H16 -1.516 -0.524 -0.344
H17 -3.470 -1.302 0.958
H18 -2.839 -0.502 2.400
H19 -4.363 0.019 -0.906
H20 -5.320 2.154 -1.665
H21 -5.005 4.198 -0.319
H22 -3.726 4.091 1.789
H23 -2.773 1.954 2.545
H24 0.165 -3.519 0.592
H25 -1.877 -2.866 -0.929
H26 -0.672 -1.951 -1.853
H27 0.718 -4.024 -2.067
H28 -0.895 -4.185 -2.796
H29 -1.431 -5.236 -0.733
H30 1.885 -2.371 -0.792
H31 1.104 -0.808 -0.463

=====

3.
Below is a structure of composition C21H31N7O6P2SSiTa, with properties calculated with the ωB97M-V functional and the def2-TZVPD basis.

Results
Gap between HOMO and LUMO, eV: 4.379
LUMO, eV: -10.637
HOMO level, eV: -15.016
Charge: +3
Energy relative to the best compared isomer or geometry (same formula, charge and spin), eV: 0.969
Molar mass, g/mol: 780.57

Positions of all 70 atoms, in Å:
Ta1 -0.425 -1.045 -0.872
C1 4.992 -3.780 1.754
Si1 3.687 -4.528 0.665
C2 4.355 -5.791 -0.522
C3 2.250 -5.189 1.646
C4 3.121 -3.050 -0.475
C5 4.094 -2.491 -1.319
C6 3.833 -1.421 -2.174
C7 2.565 -0.898 -2.208
N1 1.597 -1.426 -1.436
C8 1.880 -2.458 -0.596
S1 0.384 -2.899 0.307
H1 5.406 -4.554 2.405
H2 4.592 -2.993 2.397
H3 5.826 -3.365 1.185
H4 4.741 -6.643 0.042
H5 5.182 -5.412 -1.125
H6 3.585 -6.168 -1.198
H7 2.626 -6.036 2.227
H8 1.439 -5.577 1.026
H9 1.845 -4.474 2.365
H10 5.098 -2.902 -1.305
H11 4.606 -1.004 -2.804
H12 2.302 -0.070 -2.852
N2 -4.469 -0.813 -3.499
C9 -3.899 -0.941 -2.105
C10 -5.044 -1.259 -1.132
P1 -3.090 0.679 -1.628
O1 -2.269 0.991 -2.975
O2 -4.052 1.706 -1.278
O3 -2.025 0.163 -0.613
P2 -2.611 -2.224 -1.956
O4 -3.164 -3.420 -2.762
O5 -1.248 -1.648 -2.555
O6 -2.218 -2.375 -0.510
H13 -5.190 -0.079 -3.496
H14 -4.922 -1.680 -3.808
H15 -3.761 -0.542 -4.191
H16 -5.757 -0.433 -1.131
H17 -4.658 -1.359 -0.119
H18 -5.551 -2.188 -1.401
H19 -2.464 1.902 -3.259
H20 -2.819 -4.325 -2.670
C11 0.237 0.667 2.191
C12 0.566 1.348 0.910
N3 0.463 0.811 -0.320
C13 0.813 1.806 -1.234
C14 1.127 2.920 -0.544
N4 0.977 2.609 0.794
C15 1.251 3.587 1.891
N5 0.453 4.739 1.750
N6 0.797 5.647 0.775
N7 -0.113 6.519 0.681
C16 -1.120 6.224 1.588
C17 -2.305 6.906 1.870
C18 -3.113 6.369 2.846
C19 -2.755 5.192 3.532
C20 -1.584 4.514 3.268
C21 -0.775 5.061 2.272
H21 -0.169 -0.330 2.015
H22 -0.513 1.234 2.744
H23 1.121 0.551 2.819
H24 0.795 1.656 -2.301
H25 1.436 3.905 -0.858
H26 2.304 3.851 1.821
H27 1.054 3.097 2.841
H28 -2.557 7.819 1.349
H29 -4.037 6.864 3.110
H30 -3.414 4.822 4.306
H31 -1.306 3.635 3.837